Record 1
# C25H50F3N5O7P

A cluster of 2 separate species, C25H50F3N5O7P in total in a non-equilibrium geometry (wB97M-V/def2-TZVPD, the OMol25 dataset).

Geometry as XYZ:
```
91
C25H50F3N5O7P, DFT wB97M-V/def2-TZVPD
P -4.25450 0.13730 0.52713
F -0.09975 -2.99645 3.21667
F -0.75805 -4.48725 1.80382
F 1.08457 -3.38711 1.42900
O 5.03565 -1.88287 3.12538
O 1.81983 4.69447 1.31044
O -3.91555 1.10925 -0.66979
O -1.89398 -3.96452 -0.34574
O -4.27263 -1.30024 -0.09948
O -5.42911 0.50745 1.31200
O 6.20629 -3.60737 2.59388
N -0.14891 -0.45910 2.56121
N -0.47930 -2.35632 -1.33591
N -0.28358 -5.66547 -1.19110
N -0.43252 -0.87692 1.20273
N 5.16617 -3.05722 2.84190
C 1.80578 4.71434 -1.09515
C -1.46760 0.08724 0.68095
C -4.78287 -2.26604 -2.27848
C -1.25277 -2.09837 -2.55860
C 2.11010 0.60217 2.85666
C 1.09915 4.62454 2.50227
C 1.78580 -1.59194 -1.86517
C 2.84220 3.59638 -1.02514
C -5.32987 -1.53701 -1.07855
C -1.05154 -4.84499 -0.78942
C 0.74262 -0.79830 0.26853
C 3.54994 0.12369 -2.64348
C -4.26007 2.50101 -0.47505
C 3.92929 -3.88080 2.78449
C -1.00506 -2.25947 1.15521
C -1.42512 -2.60975 -0.27850
C 0.46346 -1.22738 -1.15763
C 3.53353 1.29580 -1.65774
C 1.23327 -0.60500 3.07170
C -3.99972 3.23532 -1.76804
C 2.41693 2.31797 -1.74704
C 2.24667 -0.61452 -2.96387
C 1.00439 4.89879 0.17588
C -0.16602 -3.29595 1.91644
C -2.76098 0.15232 1.51732
H -2.82015 -0.57728 2.30976
H 1.57966 -1.35270 0.65179
H -1.84733 -1.19001 -2.47300
H 4.02408 -4.68808 3.50312
H -1.87668 -2.94322 -2.79042
H 3.05848 3.34421 0.00195
H 0.09542 -0.35592 -1.68005
H 4.19446 -0.62182 -2.19610
H -0.56201 -1.95860 -3.37403
H 1.11380 4.49385 -1.89480
H -2.32572 -2.04597 -0.46109
H 4.45070 1.84348 -1.82732
H 1.78410 4.70944 3.32971
H 2.59436 -1.70554 -1.15594
H -6.08765 -2.12159 -0.58895
H 0.55587 3.68889 2.58062
H -5.29635 2.58903 -0.19890
H -3.66337 2.93265 0.31717
H 4.03804 0.42032 -3.55823
H -1.01201 1.06040 0.62669
H -3.70707 4.25472 -1.58669
H 1.11830 -0.72482 4.13820
H 1.04544 0.23278 0.23264
H 1.45915 0.07752 -3.22903
H -5.80520 -0.61463 -1.37777
H 3.60033 0.94272 -0.63423
H 1.52361 1.93048 -1.26646
H 3.02865 0.46887 3.40633
H -4.86974 3.20589 -2.40119
H -3.21296 2.72594 -2.30458
H 2.44662 -1.18713 -3.85695
H 0.36518 5.42150 2.57164
H 2.16809 2.56377 -2.77023
H -1.92749 -2.24961 1.71291
H 3.09574 -3.23726 3.02834
H 3.84583 -4.27568 1.77670
H 2.29228 5.64709 -1.33550
H 2.38764 0.75161 1.82507
H 3.74875 3.92983 -1.50819
H 1.59858 -2.55700 -2.30601
H -0.37284 0.52248 2.63478
H -5.52459 -2.96973 -2.61800
H 0.12599 4.25089 0.18340
H 1.62271 1.48059 3.25968
H 0.63212 5.91896 0.20092
H 1.70622 -1.51174 2.74658
H -2.80618 1.11419 1.99962
H -1.71211 -0.16329 -0.33839
H -4.59850 -1.60280 -3.10778
H -3.87842 -2.79534 -2.02751
```

Results
charge	+1
gap between HOMO and LUMO	0.362	hartree

=====

Record 2
# C25H50N4O6S3

A cluster of 8 separate species, C25H50N4O6S3 in total in a non-equilibrium geometry (wB97M-V/def2-TZVPD, the OMol25 dataset).

Geometry as XYZ:
```
88
C25H50N4O6S3, DFT wB97M-V/def2-TZVPD
S 4.37316 4.40023 0.13164
S 1.00505 0.11165 -0.86197
S -2.04364 4.82638 1.29541
O 0.79524 1.45780 -0.14541
O 3.19440 5.17306 -0.36753
O -0.18744 -1.83736 -4.13536
O -1.94944 -3.16921 -4.03415
O -1.22152 5.25101 2.53035
O -0.59542 -3.18186 -2.40569
N 2.66557 4.86247 -4.20105
N 2.99286 -3.34548 1.12321
N 1.10773 -3.17648 6.42659
N -5.34954 1.38479 -3.74918
C -0.72249 -0.06907 5.15275
C -1.85588 3.01026 1.22842
C 1.51614 -6.45031 0.93550
C -2.49172 -4.22301 -3.26498
C 3.68599 3.17816 1.34575
C -3.82115 5.00456 1.61839
C -3.52318 -0.44216 -3.22584
C -0.25690 -2.41644 4.25756
C 0.63295 -5.89358 -0.23204
C -4.52952 0.64631 -3.54658
C -0.83816 -2.70823 -3.54122
C 0.37027 -1.15864 0.38792
C -1.58832 -4.12537 -2.05232
C 3.07896 -4.48434 1.14480
C 0.51952 -2.79460 5.47914
C 2.84354 -0.27609 -0.59751
C 5.12986 3.38568 -1.25160
C -3.66533 -0.88927 -0.60089
C 1.41281 3.65222 -2.15650
C 3.02544 -5.91646 1.14611
C -2.87407 -0.39472 -1.80525
C -0.15626 5.85886 -2.00595
C 0.62712 4.68901 -1.27230
C 2.13368 4.26845 -3.30793
C -0.29132 -0.94828 3.95223
H 0.45364 -2.07538 -0.19580
H -0.62427 -1.05956 0.82285
H -0.24522 6.64857 -1.25994
H 3.16715 -1.31609 -0.63985
H -1.13795 -5.11199 -1.94353
H -4.04051 5.23819 2.66022
H 3.27905 0.45857 -1.27478
H -0.88744 -0.64311 3.09222
H -0.22793 4.08659 -0.96555
H -2.11354 2.44971 2.12703
H -2.66420 0.66491 -1.65954
H 2.21366 3.22475 -1.55316
H -1.81370 -0.64716 -1.80570
H -2.19519 2.49834 0.32792
H -1.25137 -2.76418 4.53722
H -4.15567 -1.28024 -3.51855
H 0.06126 0.08971 5.89344
H -4.72987 -0.65759 -0.56644
H -3.54702 -3.96611 -3.17310
H -1.61886 -0.53159 5.56590
H 1.66102 -7.52722 0.84957
H 0.41338 6.12226 -2.89714
H 0.06470 -2.96073 3.36963
H 3.66634 -6.25395 0.33159
H 0.76410 -0.80307 3.72179
H 2.72174 2.75489 1.06438
H 5.68033 4.08458 -1.88138
H 1.01102 5.07693 -0.32878
H 3.66260 3.64219 2.33176
H -2.24975 -5.13193 -3.81581
H -3.36917 -0.47472 0.36272
H -4.53585 4.23329 1.33128
H -0.78068 2.83285 1.20446
H 0.73625 2.89732 -2.55710
H 3.07860 0.00361 0.42944
H 1.01823 -6.28096 1.89023
H -3.38776 -1.93369 -0.45866
H -2.12813 -3.67278 -1.22053
H 4.34263 2.78042 -1.70106
H 3.55943 -6.24606 2.03736
H 5.77906 2.62287 -0.82177
H 4.38905 2.35238 1.45480
H 0.27708 -4.88120 -0.04085
H -0.18499 -6.61098 -0.29846
H -1.23139 0.84693 4.85265
H -2.70842 -0.57359 -3.93787
H 1.09434 -5.85548 -1.21884
H 1.09031 -1.01365 1.19330
H -4.35117 5.86001 1.19961
H -1.15385 5.54334 -2.31152
```

Results
charge	+1
spin multiplicity	2
gap between HOMO and LUMO (spin up / spin down)	0.284 / 0.113	hartree

=====

Record 3
# C25H51Cl2GaN3O3

A structure of composition C25H51Cl2GaN3O3 in a non-equilibrium geometry (wB97M-V/def2-TZVPD, the OMol25 dataset).

Geometry as XYZ:
```
85
C25H51Cl2GaN3O3, DFT wB97M-V/def2-TZVPD
Ga 1.69994 -2.18979 -1.39800
Cl -0.42754 -2.94697 -1.37420
Cl 3.09575 -3.70607 -2.37732
O 0.99992 2.32264 -1.91274
O -1.85437 -1.23612 1.72387
O -0.92693 -6.45378 0.30044
N 1.17028 3.21943 -2.82073
N 1.03886 -6.10102 1.39674
N -2.94189 -0.55087 1.66003
C -1.99942 1.70503 2.03838
C -0.29947 -5.77535 1.11301
C 2.52818 -4.02957 1.52010
C -3.67851 -0.56668 2.95631
C 1.84032 -2.66620 1.59191
C 1.37067 1.26364 -4.30173
C -1.00435 -4.64332 1.81712
C -2.66231 0.77291 1.02887
C 1.76089 3.48697 -5.25268
C 1.83069 -5.19254 2.24247
C 2.29808 -1.72623 0.46363
C 1.92788 2.64425 -3.97642
C -1.75259 0.55131 -0.17087
C 1.02765 4.71492 -0.86435
C 1.66707 4.49777 -2.23064
C 1.23228 5.70212 -3.11053
C -3.52440 -1.93094 3.61790
C 1.19227 -7.51041 1.76024
C -3.93723 1.44295 0.48830
C 3.41023 2.54377 -3.62925
C 3.18975 4.46593 -2.02901
C -2.82771 1.85665 3.31253
C -3.12164 0.48722 3.92672
C 3.99319 3.88492 -3.19130
C -5.20017 -0.37011 2.71301
H -5.74099 -1.30161 2.87835
H 3.48712 -3.91411 2.02417
H 1.91403 -0.72651 0.66451
H -2.27491 2.46073 4.03567
H -5.62630 0.38349 3.37765
H -2.18912 0.10618 4.35415
H 2.13960 -2.20262 2.53509
H 2.74936 -4.34204 0.50409
H 2.63074 -5.81544 2.63172
H 3.53203 5.47916 -1.80882
H -3.81789 -2.73154 2.93860
H 0.24928 -8.03319 1.65341
H -2.50339 -2.11896 3.94371
H 4.02909 4.58866 -4.02809
H 3.95238 2.15659 -4.49372
H 1.55915 -7.62025 2.77574
H -0.77268 0.17892 0.11650
H -3.75567 2.40077 3.11430
H 3.38523 -1.67193 0.52119
H -1.01191 1.31277 2.29920
H 2.23689 2.97032 -6.08564
H 1.27880 -4.83708 3.11114
H 3.54531 1.81389 -2.82601
H 1.85957 0.88109 -5.19703
H 1.88081 -8.00032 1.07560
H -0.05975 4.65655 -0.92614
H 1.29981 5.70924 -0.50762
H 0.70529 3.61411 -5.49779
H 5.02834 3.74383 -2.87399
H -2.19389 -0.16512 -0.86440
H 0.44400 6.27385 -2.62088
H 2.06135 6.38321 -3.30856
H -2.02181 -4.98180 1.97736
H 0.29826 1.31354 -4.49514
H -3.81846 0.59403 4.76068
H -1.06560 -3.80354 1.13354
H -1.60130 1.49016 -0.70412
H -1.83327 2.67725 1.56988
H 1.74851 -0.89298 -2.34068
H -5.43098 -0.08258 1.69206
H 1.36715 3.98819 -0.12940
H 0.81526 5.39924 -4.06585
H -4.17194 -1.96682 4.49542
H -4.45969 0.77869 -0.20138
H 3.40933 3.86859 -1.13914
H 2.21985 4.47191 -5.19468
H -0.59159 -4.35533 2.77332
H 1.53883 0.54664 -3.50149
H -4.63680 1.75164 1.26305
H -3.66136 2.34362 -0.06011
H 0.75857 -2.73955 1.61877
```

Results
charge	-1
spin multiplicity	3
gap between HOMO and LUMO (spin up / spin down)	0.273 / 0.272	hartree

=====

Record 4
# C25H52BN3O2

A cluster of 3 separate species, C25H52BN3O2 in total in a non-equilibrium geometry (wB97M-V/def2-TZVPD, the OMol25 dataset).

Geometry as XYZ:
```
83
C25H52BN3O2, DFT wB97M-V/def2-TZVPD
O -2.47269 -0.55538 -0.34177
O 2.45598 -0.32980 -4.29380
N -3.57568 -0.18561 5.34629
N -1.49461 -1.39145 -0.43249
N 1.82911 0.58449 -4.95331
C 2.16745 -0.65783 6.15384
C -0.58190 1.61763 6.05151
C -0.59108 -1.51716 1.86887
C -1.96848 -2.80871 -0.41558
C -0.35345 -1.00704 0.44941
C 0.98131 -1.53662 -0.10398
C -0.97810 -3.74320 -1.13782
C -2.17775 -3.27088 1.02801
C 1.66157 2.45946 -3.34435
C 0.13924 2.33451 -3.37511
C 0.09379 -1.15380 -5.04799
C -0.27187 0.89696 -3.68513
C -1.18777 0.41902 5.33181
C -0.30383 0.96620 -6.20770
C -0.97356 -2.99463 1.92820
C -3.28456 -2.89091 -1.17869
C 2.46381 1.34867 4.63410
C 2.09024 2.93979 -5.77999
C -2.57096 0.69583 4.72245
C 0.04164 2.65306 5.11047
C 3.84080 1.87958 -4.41607
C -0.22865 0.50947 0.46622
C 0.35515 0.34524 -4.96473
C 2.33287 1.95244 -4.62168
C 2.21155 -0.10777 4.93157
B 1.17290 2.13179 4.15631
H -0.29261 3.02165 -4.10772
H 1.07767 3.33495 -5.81299
H 4.10896 1.26764 -3.55806
H 0.42161 -1.67785 -4.15252
H 0.67088 0.79904 1.01008
H 2.94326 1.81718 5.49305
H -0.12664 -4.03499 -0.52770
H -0.52985 0.01630 4.56451
H -3.25026 -1.13864 5.25173
H 2.31180 2.47334 -6.74044
H 1.79952 -1.17711 0.52056
H -1.39331 -0.92880 2.32724
H 1.95430 3.49926 -3.18351
H -2.52353 0.50231 3.64896
H -2.86744 1.72610 4.88936
H 1.05944 -2.61940 -0.12197
H 4.33663 1.47002 -5.29698
H -0.26849 2.62881 -2.40592
H -2.41084 -4.33770 1.02359
H 2.74845 3.80082 -5.66999
H 1.99167 -1.71768 6.26093
H 1.07681 2.37297 2.98462
H -1.48371 -4.66756 -1.41476
H 0.30605 -1.33805 2.46596
H -1.07368 0.99842 0.94737
H -0.97742 -1.31920 -5.16166
H 3.18926 1.37764 3.81915
H -1.31580 -0.37824 6.06462
H -1.36373 0.71239 -6.21958
H -4.43959 -0.14521 4.82015
H -0.12406 -3.61984 1.64101
H -0.72686 3.18087 4.54870
H 0.14690 0.56783 -7.11754
H -3.59998 -3.93232 -1.23098
H 0.02445 0.26105 -2.84363
H 0.11939 1.29568 6.81608
H -0.24537 2.04965 -6.24914
H -1.21797 -3.26781 2.95682
H -3.16988 -2.51575 -2.19652
H 4.22403 2.88465 -4.24324
H -1.35856 0.82545 -3.75873
H 0.51970 3.41952 5.73447
H 0.60174 -1.59394 -5.90661
H 2.04311 1.88898 -2.49090
H 2.30798 -0.07123 7.04904
H -0.14570 0.89655 -0.55099
H 2.08159 -0.75577 4.07331
H -4.07689 -2.32561 -0.69360
H -0.60580 -3.28147 -2.05317
H 1.14941 -1.16963 -1.11811
H -3.05184 -2.75869 1.44313
H -1.39729 2.10010 6.59371
```

Results
spin multiplicity	3
gap between HOMO and LUMO (spin up / spin down)	0.323 / 0.358	hartree

=====

Record 5
# C25H52Cl2P2PdSi2

A structure of composition C25H52Cl2P2PdSi2 in a non-equilibrium geometry (wB97M-V/def2-TZVPD, the OMol25 dataset).

Geometry as XYZ:
```
84
C25H52Cl2P2PdSi2, DFT wB97M-V/def2-TZVPD
Pd -0.17468 0.02771 -0.21329
Cl 2.34599 1.97743 0.67369
Cl -3.44930 0.30348 -3.98440
P 1.43344 -0.47528 -1.95631
P -2.15685 0.80369 1.14233
Si 3.69183 -1.41201 0.03551
Si -0.37040 0.43499 3.78483
C 0.88100 1.65153 4.41887
C -3.97020 2.98142 1.51108
C 1.25069 -2.20728 -2.64785
C -3.57929 -1.46960 0.26958
C -0.20584 -2.61909 -2.85993
C 3.19672 -0.43396 -1.48011
C -0.16885 -1.56791 1.63154
C -4.67463 -0.16573 2.07456
C -1.41409 0.11585 -1.64036
C -3.18816 2.21698 0.43287
C 1.35296 0.71111 -3.47100
C 0.44211 -0.70266 2.58279
C 1.05322 2.16503 -3.03898
C 1.88200 -0.72363 2.26123
C -3.34285 -0.58227 1.47880
C 0.90719 -2.06847 0.62850
C 5.03068 -0.57679 0.95370
C -1.68927 1.37510 2.82234
C -1.10117 -0.55695 5.15233
C 2.05847 -2.49241 -3.90049
C 2.08556 -1.47365 1.08807
C 2.66417 0.71393 -4.28508
C 4.17633 -3.16021 -0.38258
C -2.36843 3.24664 -0.35679
C 0.63731 1.92437 0.37706
H 0.67521 -2.82861 -0.10027
H 1.79126 2.51890 -2.29025
H 2.49863 1.41148 -5.11623
H -3.29720 3.46955 2.22364
H -2.82043 -1.16441 2.23608
H -2.25092 0.88047 -1.30028
H -1.37987 2.41888 2.75048
H -2.18430 -0.73529 5.01781
H -0.96582 -0.02686 6.11535
H -3.99927 -0.91711 -0.57805
H 1.41837 1.20968 5.27378
H 3.46649 0.60543 -1.33355
H 3.90722 -3.85173 0.44891
H -1.59988 3.71907 0.27218
H 1.61496 1.93329 3.66328
H -4.29640 -2.26122 0.53293
H -5.25610 -1.05303 2.30637
H 0.15069 2.31598 1.33791
H 3.50263 1.08404 -3.67193
H 4.86261 -0.55798 2.05660
H 1.65971 -2.79648 -1.83204
H 0.37625 2.54936 4.76901
H 0.52162 0.31164 -4.07305
H -0.86135 0.50311 -2.53273
H 1.67161 -1.93758 -4.75829
H -1.84485 -0.88457 -1.77941
H 5.18727 0.48042 0.62348
H -0.60551 -1.54232 5.24159
H -2.62868 1.36607 3.44769
H 2.63256 -0.33237 2.92579
H -2.68160 -1.96745 -0.08264
H -0.21373 -3.63937 -3.25409
H 2.90906 -0.27853 -4.69839
H 3.79496 -0.81553 -2.32886
H -3.88908 1.72005 -0.24681
H 0.02055 2.28157 -2.63910
H -0.71359 -1.97168 -3.58465
H 1.95854 -3.54921 -4.13029
H -4.55413 3.75882 1.01143
H 3.71449 -3.53950 -1.31058
H 5.27811 -3.19275 -0.50239
H 1.13858 2.78563 -3.95096
H -5.26636 0.42426 1.37736
H -0.78415 -2.61974 -1.94249
H 3.12744 -2.28993 -3.79430
H 5.99749 -1.12126 0.78108
H -4.58539 0.39289 3.00759
H -4.66925 2.35168 2.07015
H 0.41480 2.56900 -0.44945
H -1.22312 -2.01828 1.64608
H -1.89657 2.82836 -1.26235
H -3.05923 4.04182 -0.69571
```

Results
spin multiplicity	5
gap between HOMO and LUMO (spin up / spin down)	0.208 / 0.130	hartree
energy relative to the best compared isomer or geometry (same formula, charge and spin)	153.7	kJ/mol